No. 1
Molecular formula: C4H10NOS
Method: DFT, ωB97M-V/def2-TZVPD

Calculated values
F_max = 1.4 eV/A
structure (SMILES) = [NH3+][C@H](C=O)CCS
spin multiplicity = 1
gap between HOMO and LUMO = 8.5 eV
total charge = +1

Each line ends with the Löwdin charge.
Cartesian coordinates (Å):
1 N 0.40902 0.97130 1.40342  0.24
2 C -0.62045 0.39356 0.46393  -0.25
3 C -1.61318 -0.32504 1.40545  -0.17
4 O -1.15964 -0.97683 2.30002  0.12
5 C -0.01098 -0.57126 -0.52523  -0.24
6 C 0.92450 0.07790 -1.53327  -0.58
7 S 0.99625 -0.83576 -3.09904  0.76
8 H -0.04701 1.75941 1.87575  0.18
9 H 1.20376 1.44573 0.96366  0.18
10 H 0.71796 0.30041 2.11429  0.17
11 H -1.08544 1.22508 -0.06529  0.16
12 H -2.68381 -0.22571 1.20993  0.15
13 H 0.50215 -1.38695 -0.00181  0.14
14 H -0.81374 -1.07056 -1.07784  0.12
15 H 1.93567 0.13583 -1.13044  0.07
16 H 0.63289 1.11720 -1.72822  0.08
17 H 0.71204 -2.03431 -2.57531  -0.13

---

No. 2
Molecular formula: C33H30FeN4P2S3
Method: DFT, ωB97M-V/def2-TZVPD

Calculated values
F_max = 0.1 eV/A
spin multiplicity = 2
gap between HOMO and LUMO (spin up / spin down) = 6.7 / 6.9 eV
total charge = +1
⟨S²⟩ = 0.808

Each line ends with the Löwdin charge.
Cartesian coordinates (Å):
1 Fe -1.42772 1.21397 -0.09143  -0.13
2 C -3.72743 4.33819 -1.96468  0.01
3 C -2.72829 3.52357 -1.21226  -0.22
4 N -2.97598 2.35319 -0.75218  -0.04
5 N -4.19155 1.77665 -0.94136  0.03
6 C -4.38559 0.52173 -0.45369  -0.75
7 N -5.59971 0.00092 -0.66008  0.13
8 S -3.18756 -0.30100 0.37168  0.82
9 C -1.34224 3.95177 -0.94325  -0.18
10 C -0.86060 5.22285 -1.20430  0.02
11 C 0.45075 5.52348 -0.86786  -0.02
12 C 1.23249 4.54920 -0.27562  -0.01
13 C 0.68340 3.29828 -0.04640  -0.09
14 N -0.56785 3.00193 -0.38379  0.01
15 H -4.00143 3.83505 -2.89658  0.10
16 H -4.63185 4.48758 -1.37010  0.10
17 H -3.34227 5.31621 -2.23013  0.08
18 H -4.86758 2.22328 -1.54381  0.15
19 H -6.37450 0.54727 -0.99649  0.12
20 H -5.78913 -0.92229 -0.30946  0.11
21 H -1.49288 5.97430 -1.65178  0.11
22 H 0.84863 6.51022 -1.06077  0.12
23 H 2.25507 4.74391 0.01309  0.12
24 H 1.24035 2.49657 0.41748  0.09
25 S -1.09859 1.52191 2.26290  0.43
26 P 0.15949 0.00179 1.80827  0.50
27 C 0.15616 0.15673 0.12532  -0.65
28 P 0.24114 -0.60808 -1.37708  0.52
29 S -1.23786 0.42204 -2.31412  0.43
30 C -0.00579 -2.39784 -1.35888  -0.33
31 C 1.08717 -3.24446 -1.17711  -0.10
32 C 0.89075 -4.60658 -1.01223  -0.08
33 C -0.39563 -5.12843 -1.02302  -0.07
34 C -1.48535 -4.28920 -1.20660  -0.06
35 C -1.29264 -2.92675 -1.37790  -0.09
36 C 1.80328 -0.37662 -2.25499  -0.35
37 C 2.04462 -1.06512 -3.44270  -0.08
38 C 3.21015 -0.83263 -4.15363  -0.07
39 C 4.14071 0.08583 -3.68300  -0.07
40 C 3.90250 0.77606 -2.50388  -0.07
41 C 2.73249 0.54820 -1.79322  -0.09
42 C 1.78140 0.16024 2.58147  -0.34
43 C 1.88477 0.55917 3.91182  -0.08
44 C 3.13030 0.64221 4.51096  -0.07
45 C 4.27357 0.32228 3.78733  -0.07
46 C 4.17290 -0.07675 2.46322  -0.07
47 C 2.92561 -0.15438 1.85746  -0.09
48 C -0.46417 -1.58801 2.41162  -0.33
49 C 0.26676 -2.73683 2.10725  -0.08
50 C -0.21644 -3.98290 2.46480  -0.07
51 C -1.42450 -4.08870 3.14419  -0.07
52 C -2.14520 -2.94853 3.46322  -0.07
53 C -1.66928 -1.69677 3.09445  -0.13
54 H 2.09461 -2.84432 -1.17027  0.11
55 H 1.74237 -5.26088 -0.87867  0.11
56 H -0.54809 -6.19244 -0.89759  0.11
57 H -2.48719 -4.69773 -1.22417  0.11
58 H -2.13710 -2.26768 -1.53183  0.06
59 H 1.32390 -1.78564 -3.81152  0.12
60 H 3.39514 -1.36935 -5.07449  0.11
61 H 5.05275 0.26185 -4.23787  0.11
62 H 4.62766 1.49059 -2.13669  0.11
63 H 2.53439 1.08417 -0.87308  0.08
64 H 0.99319 0.81339 4.47359  0.10
65 H 3.21272 0.95650 5.54280  0.11
66 H 5.24487 0.38732 4.25951  0.11
67 H 5.06276 -0.32640 1.90017  0.11
68 H 2.84378 -0.45844 0.81996  0.09
69 H 1.21524 -2.65954 1.58757  0.10
70 H 0.35034 -4.87149 2.21994  0.11
71 H -1.79822 -5.06301 3.43078  0.11
72 H -3.08008 -3.03004 4.00200  0.11
73 H -2.22788 -0.80156 3.33774  0.07

---

No. 3
Molecular formula: C5H4Cl4
Method: DFT, ωB97M-V/def2-TZVPD

Calculated values
F_max = 3.6 eV/A
spin multiplicity = 1
gap between HOMO and LUMO = 8.3 eV

Each line ends with the Löwdin charge.
Cartesian coordinates (Å):
1 C 0.07864 0.19574 0.76597  -0.11
2 C 0.01712 0.01235 -0.75762  -0.07
3 C 0.93768 0.99189 -0.09417  -0.39
4 C 1.98240 1.78169 -0.03071  -1.15
5 C 2.96909 -2.08586 0.09898  -0.99
6 Cl 2.53684 2.78533 1.28309  0.60
7 Cl 2.85600 2.13055 -1.45400  0.62
8 Cl 3.32801 -1.13771 1.45740  0.55
9 Cl 3.80127 -1.60440 -1.29918  0.53
10 H -0.83976 0.54010 1.23676  0.11
11 H 0.45561 -0.56813 1.38700  0.07
12 H 0.58222 -0.90303 -1.23935  0.12
13 H -0.64820 0.47103 -1.50887  0.11

---

No. 4
Molecular formula: C14H17BrN3O6W
Method: DFT, ωB97M-V/def2-TZVPD

Calculated values
F_max = 0.5 eV/A
spin multiplicity = 3
gap between HOMO and LUMO (spin up / spin down) = 7.3 / 8.5 eV
total charge = +1
⟨S²⟩ = 2.014

Each line ends with the Löwdin charge.
Cartesian coordinates (Å):
1 W -0.06584 -0.16567 1.13976  1.57
2 N 1.37134 1.08613 2.33625  -0.09
3 C 0.73293 2.33845 2.78809  -0.09
4 C -0.70856 2.01489 3.08327  -0.49
5 O -1.43489 2.73006 3.71683  0.15
6 N -1.08998 0.78480 2.55561  -0.14
7 C -2.50316 0.45484 2.74468  -0.07
8 C -2.78411 -0.66165 1.78154  -0.52
9 O -3.82638 -0.95244 1.29768  0.18
10 O -1.59758 -1.29819 1.50383  -0.25
11 H 1.64892 0.52314 3.13814  0.08
12 H 2.23122 1.26792 1.82814  0.10
13 H 0.76486 3.07732 1.98692  0.14
14 H 1.20435 2.75955 3.67353  0.14
15 H -3.13080 1.32274 2.55360  0.15
16 H -2.69697 0.12319 3.76738  0.16
17 Br 1.52743 -1.93074 1.84895  0.32
18 C 2.78711 -0.13161 -0.47880  -0.02
19 C 3.72762 0.15992 -1.43880  -0.02
20 C 3.37191 1.15934 -2.33724  0.00
21 C 2.12946 1.78333 -2.21790  0.04
22 C 1.28171 1.39315 -1.21203  -0.17
23 N 1.62104 0.42144 -0.33633  -0.06
24 C -0.09563 1.95165 -1.00968  -0.54
25 O -0.55850 2.82602 -1.67798  0.17
26 O -0.73543 1.32531 -0.02976  -0.17
27 H 4.67763 -0.35054 -1.49618  0.12
28 H 4.06096 1.44143 -3.12281  0.13
29 H 1.79831 2.56391 -2.88967  0.14
30 C -0.70236 -3.13997 -2.17843  -0.13
31 C -1.43618 -1.93899 -2.80618  -0.11
32 C -1.45722 -0.87496 -1.71310  -0.12
33 O -0.42833 -1.30237 -0.74964  -0.34
34 C -0.57188 -2.76678 -0.71815  -0.17
35 H 0.27821 -3.27511 -2.63147  0.12
36 H -1.25430 -4.07156 -2.28461  0.13
37 H -2.45157 -2.18536 -3.10814  0.12
38 H -0.90661 -1.57574 -3.68410  0.12
39 H -2.40533 -0.83583 -1.17548  0.13
40 H -1.20319 0.11035 -2.08042  0.11
41 H -1.47117 -2.99331 -0.14818  0.13
42 H 0.30098 -3.16806 -0.21910  0.06

---

No. 5
Molecular formula: C3F3I
Method: DFT, ωB97M-V/def2-TZVPD

Calculated values
F_max = 2.3 eV/A
spin multiplicity = 1
gap between HOMO and LUMO (spin up / spin down) = 6.4 / 8.2 eV

Each line ends with the Löwdin charge.
Cartesian coordinates (Å):
1 C -0.10269 -0.87056 0.54326  -0.36
2 C -0.65886 1.34873 0.29071  -0.22
3 C 0.44013 0.47898 -0.08176  -0.88
4 F 0.20044 -1.84636 -0.24836  0.03
5 F 0.78330 0.14934 -1.30224  0.12
6 F 1.55600 0.93937 0.49630  0.10
7 I -2.21831 -0.19951 0.30209  1.22

---

No. 6
Molecular formula: C34H23Cl5F2N8RuS2
Method: DFT, ωB97M-V/def2-TZVPD

Calculated values
F_max = 4.8 eV/A
spin multiplicity = 2
gap between HOMO and LUMO (spin up / spin down) = 6.1 / 6.2 eV
total charge = +1
⟨S²⟩ = 0.762

Each line ends with the Löwdin charge.
Cartesian coordinates (Å):
1 Ru 0.56121 1.10597 0.19197  1.08
2 C 4.87046 -1.80811 0.19811  -0.02
3 N 3.82421 -1.99242 1.16709  -0.11
4 C 3.94725 -2.49597 2.43007  -0.01
5 C 2.73206 -2.43768 3.01905  -0.01
6 N 1.84517 -1.88096 2.11397  0.01
7 C 2.54198 -1.61768 0.96527  -0.68
8 S 2.00187 -1.05245 -0.51534  0.72
9 C 0.51943 -1.53759 2.45211  -0.30
10 C -0.20183 -2.40055 3.27277  -0.01
11 C -1.44817 -1.99906 3.72885  -0.02
12 C -1.90512 -0.72959 3.38783  -0.03
13 C -1.12658 0.05768 2.56250  -0.13
14 N 0.04202 -0.35125 2.05108  0.03
15 H 5.75834 -2.35193 0.51208  0.10
16 H 5.11440 -0.74666 0.10290  0.10
17 H 4.53621 -2.16563 -0.77725  0.08
18 H 4.88902 -2.84045 2.80526  0.13
19 H 2.44331 -2.68662 4.01754  0.13
20 H 0.20438 -3.36349 3.54196  0.12
21 H -2.02615 -2.64661 4.36868  0.12
22 H -2.83463 -0.34422 3.77574  0.11
23 H -1.41738 1.07097 2.30734  0.10
24 N -3.34439 -1.54117 0.10694  0.13
25 C -3.21130 -2.88866 0.29588  -0.25
26 C -4.33972 -3.70644 0.39842  -0.01
27 C -4.19931 -5.05435 0.63859  -0.07
28 C -2.93366 -5.62151 0.79729  -0.07
29 C -1.80810 -4.83807 0.64908  -0.10
30 C -1.93777 -3.48308 0.37688  -0.42
31 S -0.53051 -2.53702 -0.06752  0.98
32 N -1.03831 -0.99100 -0.15826  -0.33
33 C -2.32168 -0.62541 -0.05009  -0.31
34 C -2.63920 0.75381 -0.18372  -0.20
35 C -3.96664 1.23383 -0.07548  0.01
36 C -4.25097 2.54935 -0.32838  -0.03
37 C -3.21990 3.38524 -0.76457  -0.01
38 C -1.93735 2.86856 -0.81333  -0.18
39 N -1.62356 1.62426 -0.47056  0.02
40 H -4.28819 -1.19234 0.02811  0.13
41 H -5.31902 -3.27027 0.27407  0.12
42 H -5.07625 -5.67534 0.70134  0.11
43 H -2.83548 -6.67493 1.00027  0.11
44 H -0.81843 -5.26138 0.72185  0.11
45 H -4.76642 0.57525 0.21991  0.11
46 H -5.25656 2.92211 -0.21103  0.12
47 H -3.41100 4.40907 -1.03605  0.12
48 H -1.12671 3.49583 -1.16365  0.09
49 N 1.16516 3.76558 -6.08195  0.19
50 C 0.99180 2.84951 -5.41818  -0.18
51 C 0.74919 1.72133 -4.59497  -0.20
52 C 0.72347 0.43274 -5.13036  0.01
53 C 0.44066 -0.61275 -4.27230  -0.02
54 C 0.22065 -0.33977 -2.92862  -0.19
55 N 0.27854 0.88048 -2.40783  0.01
56 C 0.51638 1.89230 -3.22748  -0.13
57 H 0.91437 0.27069 -6.18168  0.13
58 H 0.38599 -1.62836 -4.63223  0.12
59 H -0.00648 -1.14216 -2.24564  0.02
60 H 0.53819 2.88897 -2.80580  0.11
61 Cl 3.26509 1.50546 -1.85512  0.72
62 C 2.62995 2.94022 -1.16717  -0.71
63 C 1.47021 2.85923 -0.39759  -0.36
64 C 1.05089 4.03969 0.21000  -0.69
65 Cl -0.24438 3.91025 1.34159  0.77
66 C 1.67217 5.26482 -0.00088  -0.70
67 Cl 1.07132 6.69155 0.72789  0.72
68 C 2.81493 5.30918 -0.80242  -0.70
69 Cl 3.62569 6.78953 -1.06832  0.72
70 C 3.31461 4.13375 -1.36534  -0.70
71 Cl 4.76034 4.17377 -2.28039  0.72
72 F 1.32769 1.86806 2.76877  -0.06
73 C 2.04565 1.43475 1.68506  -0.42
74 F 3.04713 2.34693 1.54836  0.00
75 H 2.55975 0.51217 2.01701  0.09

---

No. 7
Molecular formula: C6H10O
Method: DFT, ωB97M-V/def2-TZVPD

Calculated values
F_max = 0.3 eV/A
spin multiplicity = 1
gap between HOMO and LUMO = 8.2 eV

Each line ends with the Löwdin charge.
Cartesian coordinates (Å):
1 O 1.35845 0.33337 1.64006  -0.16
2 C 0.22328 0.80001 1.20354  -0.60
3 C 0.07846 0.98952 -0.24408  -0.01
4 C 0.53510 -0.09516 -1.15095  -0.17
5 C -0.53044 -1.22125 -1.08795  -0.16
6 C -1.16266 -1.24594 0.27143  -0.10
7 C -0.94211 -0.31420 1.19035  0.01
8 H 2.07671 1.38241 0.60775  0.12
9 H -0.22487 1.65869 1.74443  0.14
10 H 1.87695 1.83226 -0.04702  0.11
11 H -0.69067 1.67125 -0.61454  0.14
12 H 1.49099 -0.47321 -0.78239  0.12
13 H 0.65102 0.26257 -2.17858  0.12
14 H -1.31680 -1.05169 -1.83535  0.12
15 H -0.06911 -2.18261 -1.33671  0.12
16 H -1.87407 -2.04189 0.48487  0.11
17 H -1.48023 -0.30413 2.13515  0.12